Record 1
Entry from the OMol25 dataset: a molecular structure, C36H72NO10Rb in a non-equilibrium geometry (wB97M-V/def2-TZVPD).

Its maximum force is 0.0413 hartree/bohr. The value obtained for the total energy is -2246.0274 hartree. As for the energy above the lowest of the compared OMol25 structures with the same formula, charge and spin: 0.0 kcal per mole. The highest occupied orbital energy is -5.257 eV.

```
! RIJCOSX wB97M-V def2-TZVPD def2/J DEFGRID3
* xyz 0 1
Rb 1.88483 -2.17010 -3.52944
C 0.41281 -1.93292 1.50823
C 0.21513 -1.40958 0.06993
C -1.11925 -0.68986 -0.01996
C -0.98178 0.68355 0.60949
C 0.13075 1.53332 -0.01903
C 1.48520 0.75719 -0.13981
N 1.30863 -0.63156 -0.50922
O 2.52529 -1.31502 -0.70559
C 2.25615 0.94591 1.17842
C 2.26983 1.42018 -1.28554
C -0.03089 -2.68587 -0.75006
H 0.57395 -1.17954 2.28436
H 1.28840 -2.58492 1.47761
H -0.45511 -2.51073 1.84072
H -1.89483 -1.18692 0.56641
H -1.43266 -0.58040 -1.06294
H -0.76756 0.54760 1.67316
H -1.94800 1.19583 0.52506
H 0.31513 2.42521 0.57945
H -0.23452 1.82032 -1.00817
H 2.64826 1.95739 1.31628
H 3.12265 0.28466 1.24215
H 1.56045 0.71680 1.99117
H 2.47476 2.48159 -1.12395
H 1.61971 1.34584 -2.16363
H 3.22411 0.93224 -1.47365
H -0.97012 -3.14808 -0.45759
H 0.79208 -3.40430 -0.72918
H -0.03154 -2.36824 -1.79054
C -2.28442 -4.05504 -3.60055
C -1.16429 -5.06022 -3.43800
O -0.01967 -4.70564 -3.30797
C -1.56742 -6.49948 -3.62733
H -2.31002 -3.70080 -4.63593
H -2.09640 -3.17253 -2.99082
H -3.27679 -4.46198 -3.40922
H -2.03316 -6.86903 -2.70808
H -0.65691 -7.09388 -3.72641
H -2.26732 -6.69173 -4.43595
C -3.35751 3.53426 4.19476
C -2.00051 3.26045 4.81325
O -1.41965 4.06358 5.49366
C -1.41064 1.89124 4.50608
H -3.58795 2.69178 3.54762
H -3.30691 4.48845 3.66975
H -4.11924 3.67919 4.96064
H -1.25129 1.85701 3.42573
H -2.18344 1.16337 4.75718
H -0.47443 1.75605 5.03676
C 3.70320 -3.87149 1.40619
C 4.21879 -2.88413 2.42725
O 5.03392 -2.04351 2.14181
C 3.69537 -3.12219 3.82205
H 4.39493 -4.71408 1.33204
H 3.61302 -3.39296 0.43140
H 2.72546 -4.25766 1.69676
H 3.44365 -4.17219 3.95711
H 2.75671 -2.56177 3.88900
H 4.40062 -2.79737 4.58437
C 5.40952 2.74449 1.86887
C 5.93970 1.37819 2.26281
O 6.86208 0.91422 1.62877
C 5.54889 0.79622 3.59753
H 6.26855 3.39355 1.71491
H 4.68773 3.16738 2.56512
H 4.87648 2.61466 0.92123
H 4.91731 -0.07308 3.38100
H 4.91669 1.47571 4.16604
H 6.44663 0.49352 4.12715
C 1.01081 4.26934 -3.21065
C 1.25708 5.57508 -3.93081
O 1.30244 5.69294 -5.12936
C 1.61019 6.75808 -3.02874
H 1.97057 3.94874 -2.81753
H 0.62992 3.52357 -3.91138
H 0.18951 4.40061 -2.50542
H 2.59704 6.48165 -2.65394
H 0.86276 7.03603 -2.29117
H 1.69253 7.59876 -3.71884
C -1.68176 -5.70593 1.65337
C -2.75804 -5.19797 0.75378
O -2.63077 -5.23047 -0.44878
C -4.03435 -4.61872 1.35682
H -2.02052 -6.53922 2.27405
H -1.38197 -4.87202 2.29264
H -0.83855 -6.10012 1.09153
H -3.70714 -3.79242 1.99598
H -4.51645 -5.37726 1.96910
H -4.64088 -4.20824 0.55642
C 3.01154 5.35195 1.04318
C 2.27568 5.03874 2.33415
O 2.83353 4.61018 3.32073
C 0.78163 5.16131 2.31627
H 2.86853 6.39549 0.76470
H 2.51502 4.71995 0.29970
H 4.05806 5.07252 1.10811
H 0.36262 4.47336 1.57665
H 0.40011 6.17168 2.16741
H 0.40542 4.81586 3.28077
C -6.74871 -0.00084 -1.85493
C -5.96873 -1.31307 -1.61272
O -6.42410 -2.40616 -1.83802
C -4.58732 -1.13462 -1.04638
H -7.25112 -0.03746 -2.82242
H -5.99257 0.77509 -1.96320
H -7.48983 0.10861 -1.06887
H -3.98879 -0.47224 -1.67190
H -4.14181 -2.12496 -0.97277
H -4.72527 -0.67515 -0.06339
C -1.45148 1.02345 -3.64235
C -1.56352 -0.30009 -4.41987
O -0.77914 -1.19464 -4.19009
C -2.78882 -0.45961 -5.24822
H -0.44622 1.38065 -3.45321
H -1.98668 0.79105 -2.71749
H -2.05080 1.75768 -4.18144
H -3.55068 0.29706 -5.07268
H -3.26774 -1.38259 -4.90290
H -2.53438 -0.49770 -6.30660
*
```


Record 2
Entry from the OMol25 dataset: 10 unconnected molecules or ions with the total composition C36H72O32S2 in a non-equilibrium geometry (wB97M-V/def2-TZVPD).

Its maximum force is 0.0424 hartree/bohr. The SMILES is O=S1(=O)OCCO1.O=S1(=O)OCCO1.CCOC(=O)OC.CCOC(=O)OC.CCOC(=O)OC.CCOC(=O)OC.CCOC(=O)OC.CCOC(=O)OC.CCOC(=O)OC.CCOC(=O)OC. The value obtained for the total energy is -4618.9534 hartree. As for the energy above the lowest of the compared OMol25 structures with the same formula, charge and spin: 0.0 kcal per mole. The highest occupied orbital energy is -10.418 eV.

```
! RIJCOSX wB97M-V def2-TZVPD def2/J DEFGRID3
* xyz 0 1
C 0.50045 27.16006 32.96458
C -0.81002 27.73622 32.44895
O -0.90166 27.25512 31.10336
C -2.10613 27.04650 30.55946
O -3.14973 27.35364 31.05390
O -1.89629 26.44559 29.39271
C -3.02733 26.11224 28.60639
H 1.31778 27.60085 32.38830
H 0.60183 26.08669 32.80201
H 0.74335 27.43292 33.99218
H -0.71407 28.82133 32.36844
H -1.74152 27.44846 32.93663
H -3.93768 25.92360 29.17242
H -2.72026 25.33655 27.91502
H -3.28398 26.99332 28.00405
C 3.71658 28.96966 32.41570
C 5.08029 29.63562 32.44707
O 5.23368 30.22087 31.15414
C 6.24523 31.00295 30.83292
O 6.36794 31.44107 29.71959
O 7.01579 31.35252 31.85824
C 7.91435 32.43514 31.71505
H 3.66675 28.21927 31.62327
H 2.90148 29.63697 32.13069
H 3.44956 28.42423 33.32106
H 5.88737 28.91664 32.61154
H 5.15361 30.25166 33.34636
H 7.31421 33.33991 31.60210
H 8.65007 32.43324 30.91135
H 8.47116 32.47833 32.64879
C -0.40032 23.25995 26.85775
C -0.84170 22.00954 27.62195
O -0.57296 22.01198 29.01822
C -1.31515 22.80756 29.78669
O -2.37866 23.26805 29.43616
O -0.70705 22.99951 30.92942
C -1.49424 23.48285 32.06333
H -0.58776 23.13474 25.79044
H 0.66653 23.49654 26.89557
H -0.87837 24.17175 27.21744
H -0.31083 21.14104 27.23092
H -1.88498 21.74827 27.44228
H -1.66356 24.54195 31.87458
H -0.85274 23.26245 32.90954
H -2.38983 22.86574 31.99844
C 2.08871 23.09481 33.79426
C 3.10958 23.82228 34.65250
O 4.21395 24.15615 33.80119
C 5.29383 24.74649 34.33328
O 5.49330 24.94704 35.49554
O 6.12647 25.05703 33.34991
C 7.29472 25.79250 33.66170
H 1.38181 22.60963 34.46925
H 2.57820 22.35925 33.15955
H 1.52668 23.84391 33.23849
H 3.42302 23.15690 35.45541
H 2.66047 24.75859 34.98275
H 7.99614 25.20748 34.25567
H 7.14466 26.78881 34.07417
H 7.77730 25.93638 32.69429
C 2.92619 23.65683 29.28552
C 2.09945 24.66308 30.03497
O 2.67375 25.97788 29.97033
C 2.13792 26.90412 29.21908
O 1.26020 26.76990 28.39807
O 2.83960 28.03372 29.36467
C 2.43598 29.14368 28.57600
H 2.77014 23.66744 28.20845
H 2.73825 22.62920 29.59981
H 3.99065 23.84048 29.41392
H 2.06460 24.48107 31.10892
H 1.04155 24.59921 29.77789
H 2.66644 29.12485 27.51133
H 2.80680 30.11816 28.88208
H 1.34604 29.14730 28.55206
C 5.42299 21.98435 30.98150
C 6.67584 22.10276 31.85192
O 7.45408 20.92832 31.74043
C 8.29948 20.83162 30.72117
O 8.73184 21.78066 30.10956
O 8.57816 19.57075 30.49807
C 9.40253 19.21628 29.39221
H 4.75294 22.76591 31.34676
H 4.89442 21.02606 31.02955
H 5.45384 22.05048 29.89094
H 6.39302 22.23330 32.89342
H 7.20111 23.00110 31.52658
H 10.44093 19.38813 29.66352
H 9.10303 19.74210 28.48641
H 9.21309 18.16643 29.18078
C 2.31346 32.14133 22.28118
C 2.08389 30.64516 22.43729
O 2.33437 30.18604 23.78749
C 3.57509 30.05019 24.22423
O 4.57300 30.10426 23.55200
O 3.55880 29.73417 25.50950
C 4.70973 29.14980 26.09152
H 1.56963 32.78257 22.75554
H 2.16000 32.31243 21.21259
H 3.28456 32.47076 22.64271
H 2.62319 30.01226 21.73380
H 1.04027 30.35382 22.32567
H 4.46144 28.14699 26.44698
H 4.91705 29.66503 27.03173
H 5.61868 29.10554 25.50121
C 4.78817 21.95594 23.86998
C 3.57062 22.54078 24.59034
O 3.87337 23.07711 25.86149
C 4.56240 24.22018 25.87212
O 4.89178 24.83720 24.90400
O 4.81888 24.50278 27.14519
C 5.49537 25.67758 27.52519
H 5.68694 22.56788 23.91145
H 4.63431 21.70612 22.82044
H 5.01609 21.00527 24.35819
H 2.81885 21.76026 24.72011
H 2.98938 23.27867 24.02863
H 6.08186 26.11503 26.71528
H 6.26249 25.40990 28.25538
H 4.84463 26.41029 28.00121
C -3.22445 32.20599 29.35474
C -3.56874 31.13426 30.42025
O -2.32927 30.83230 31.04008
S -1.06130 31.18424 30.13013
O -0.78355 30.15929 29.16301
O 0.01010 31.76631 30.87450
O -1.80083 32.39143 29.37330
H -3.74336 33.14264 29.53844
H -3.41451 31.85747 28.33983
H -3.90620 30.19791 29.97308
H -4.27139 31.47978 31.17322
C -0.48495 28.12806 25.89265
C 0.73815 27.44562 25.29142
O 0.36591 27.04208 23.97881
S -1.05317 27.66607 23.54790
O -1.72493 26.67850 22.76408
O -0.88532 28.99965 23.00894
O -1.62025 27.85163 25.05730
H -0.29855 29.20090 25.81250
H -0.54488 27.82558 26.93624
H 0.96579 26.51295 25.81193
H 1.63706 28.05731 25.36036
*
```


Question: Among the records above, which one has the highest maximum force?
Answer: C36H72O32S2